(one)
Here is a 2-piece molecular cluster, C5H10N2S overall from the OMol25 dataset. Energies are from ωB97M-V/def2-TZVPD.

Last column: Mulliken charge in e.
Positions of all 18 atoms, in Å:
H: -3.27 -1.71 -0.88  0.21
H: 0.85 -1.54 -0.04  0.24
H: -1.77 -0.02 2.11  0.32
H: 0.03 1.09 1.68  0.40
C: 1.56 -0.67 -0.25  -0.33
N: 1.09 0.58 -0.61  0.43
C: -2.19 -1.20 -0.37  -0.42
H: 2.27 1.91 -1.29  0.21
N: 1.89 1.63 -0.42  -0.72
H: 0.30 -0.64 1.70  0.31
H: -1.29 -0.49 -2.22  0.23
C: -0.53 0.24 1.30  -1.13
C: -0.39 0.54 -0.27  0.23
C: -1.25 -0.52 -1.06  -0.32
H: -2.15 -1.15 0.79  0.04
S: 3.14 -1.21 -0.08  -0.27
H: -0.88 1.69 -0.48  0.33
H: 2.58 1.49 0.39  0.25

The value obtained for the HOMO energy is -8.46 eV. As for the total charge: 0. For the orbital gap, the calculation gives 8.923 eV.

***

(two)
Here is one molecule with the formula C5H10N2S from the OMol25 dataset. Energies are from ωB97M-V/def2-TZVPD.

Last column: Mulliken charge in e.
Positions of all 18 atoms, in Å:
C: -0.24 1.55 0.16  0.04
H: -1.78 0.98 1.55  0.28
N: 0.63 1.56 -1.06  -0.55
C: -0.63 -0.79 0.89  -0.85
H: 1.39 -1.40 1.07  0.54
H: -0.21 -0.91 1.95  0.29
H: 1.36 2.30 -1.43  0.28
H: -1.68 -0.62 -1.40  0.18
N: 0.64 -1.37 -1.20  -0.63
C: 1.13 0.77 0.09  -0.66
H: -1.44 -1.67 0.77  0.26
H: 0.48 -2.48 -0.97  0.26
H: -0.23 2.51 0.68  0.37
H: 1.52 -1.29 -1.80  0.24
H: 2.04 1.07 0.52  0.50
C: -1.25 0.59 0.49  -0.11
C: 0.82 -0.87 0.33  -0.22
S: -2.54 0.08 -0.63  -0.25

The value obtained for the HOMO energy is -8.51 eV. As for the total charge: 0. As for the SMILES: N[C@@H]1C[C@H](S)[C@@H]2N[C@@H]21. For the orbital gap, the calculation gives 9.306 eV.

***

(three)
Here is one molecule with the formula C5H10N2S from the OMol25 dataset. Energies are from ωB97M-V/def2-TZVPD.

Last column: Mulliken charge in e.
Positions of all 18 atoms, in Å:
H: 1.00 0.47 -2.57  0.22
N: -0.34 0.25 0.24  0.75
C: 0.01 0.37 1.68  -0.34
H: 1.01 0.90 1.62  0.28
C: 0.25 -0.97 2.41  -1.34
H: 0.46 -0.70 3.40  0.39
H: -0.78 1.93 -2.10  0.26
C: 0.65 -0.35 -0.61  -0.35
S: -2.25 0.63 -3.32  -0.43
C: 0.16 -0.05 -1.94  -0.78
H: -0.14 -0.75 -2.72  0.38
H: 1.11 -1.51 2.05  0.37
H: -0.52 -1.63 2.23  0.43
H: -0.72 0.89 2.22  0.41
H: 0.72 -1.39 -0.15  0.29
C: -1.03 0.93 -1.74  -0.17
N: -1.23 0.93 -0.32  -0.63
H: 1.65 0.05 -0.37  0.27

The value obtained for the HOMO energy (alpha / beta) is -6.86 / -6.87 eV. As for the total charge: 0. For the orbital gap (alpha / beta), the calculation gives 5.685 / 5.685 eV.

***

In order of decreasing stability: (three), (two), (one).

***

(one)
Here is a 2-piece molecular cluster, C6H17N2 overall from the OMol25 dataset. Energies are from ωB97M-V/def2-TZVPD.

Last column: Mulliken charge in e.
Positions of all 25 atoms, in Å:
H: -2.90 1.92 1.83  0.34
H: -1.32 -0.56 -2.09  0.26
H: -1.35 1.18 -2.37  0.31
H: 3.84 -0.12 -0.27  0.33
H: 2.52 -0.99 1.88  0.30
H: 1.41 0.74 1.30  0.31
H: -1.12 -0.32 0.53  0.16
H: 3.59 -1.52 -1.29  0.34
C: 1.23 0.29 0.32  -0.66
H: -3.16 -0.12 -0.48  0.30
C: 1.91 -0.99 0.00  0.69
H: -2.81 0.27 -2.70  0.35
H: 1.42 -2.15 1.56  0.30
H: 1.28 1.04 -0.47  0.41
N: 2.28 -1.73 1.23  -0.63
H: -2.98 0.14 2.01  0.36
H: -1.56 1.03 2.49  0.32
C: -2.35 0.99 1.73  -1.32
C: 3.09 -0.64 -0.89  -1.36
C: -1.96 0.33 -2.02  -0.87
H: 2.70 0.07 -1.61  0.45
C: -1.61 0.68 0.41  -0.14
N: -2.54 0.65 -0.72  -0.36
H: -0.86 1.45 0.19  0.46
H: 1.24 -1.64 -0.59  0.37

The value obtained for the HOMO energy is -12.96 eV. As for the total charge: +1. For the orbital gap, the calculation gives 5.414 eV.

***

(two)
Here is an isolated ion of composition C6H17N2 and charge +1 from the OMol25 dataset. Energies are from ωB97M-V/def2-TZVPD.

Last column: Mulliken charge in e.
Positions of all 25 atoms, in Å:
N: 1.39 0.32 1.55  -0.32
C: 2.11 1.48 2.10  -1.06
H: 0.16 -1.56 0.59  0.46
H: 0.57 -2.30 -1.72  0.44
C: -1.70 0.32 -1.70  -1.58
C: 0.74 0.52 0.22  -0.78
H: 0.95 -0.74 -2.37  0.35
H: -1.03 1.02 -2.25  0.30
H: 1.54 0.22 -0.48  0.38
H: 3.11 1.60 1.71  0.34
H: -0.98 -0.19 2.20  0.41
H: 2.17 -0.39 1.55  0.27
H: -2.29 0.85 -0.97  0.43
N: -1.36 -0.21 1.23  -0.24
H: -0.28 -1.72 -3.06  0.43
H: -1.90 -1.50 -0.95  0.34
H: 1.51 2.32 2.35  0.38
C: 0.11 -1.38 -2.08  -1.62
C: -0.29 -0.63 0.21  -0.43
H: 0.31 1.50 0.05  0.42
H: -1.41 0.82 1.09  0.38
H: -2.30 -0.60 1.12  0.34
H: 2.31 1.19 3.20  0.34
H: -2.43 -0.03 -2.46  0.42
C: -0.99 -0.92 -1.14  0.60

The value obtained for the HOMO energy is -13.02 eV. As for the total charge: +1. As for the SMILES: CNC[C@@H]([NH3+])C(C)C. For the orbital gap, the calculation gives 9.812 eV.

***

(three)
Here is an isolated ion of composition C6H17N2 and charge +1 from the OMol25 dataset. Energies are from ωB97M-V/def2-TZVPD.

Last column: Mulliken charge in e.
Positions of all 25 atoms, in Å:
N: 0.07 2.09 0.01  -0.14
H: -1.54 2.22 1.35  0.37
H: 3.25 -1.35 -0.31  0.38
H: -1.93 -0.95 -2.59  0.42
C: -1.37 -0.34 -1.90  -1.34
H: -0.54 0.14 -2.43  0.33
N: -0.03 -0.49 0.21  0.33
C: -0.74 0.14 1.31  -0.76
H: -0.51 1.85 -0.80  0.24
H: 0.94 1.57 -0.10  0.14
H: -1.80 -0.08 1.25  0.39
H: 1.93 -1.64 -1.42  0.31
H: -0.31 -2.01 -1.17  0.39
C: 2.24 -1.03 -0.57  -0.99
H: -2.06 0.45 -1.56  0.30
H: 0.32 3.08 0.00  0.41
H: 0.03 2.07 2.09  0.36
H: -1.75 -1.69 -0.27  0.38
H: 1.06 -2.20 0.80  0.41
C: -0.89 -1.20 -0.73  -0.58
H: 2.25 0.00 -0.93  0.20
H: 1.60 -0.74 1.49  0.43
C: -0.60 1.68 1.29  -0.62
C: 1.22 -1.15 0.55  -0.84
H: -0.37 -0.25 2.26  0.50

The value obtained for the HOMO energy is -12.72 eV. As for the total charge: +1. As for the SMILES: CCN(CC)CC[NH3+]. For the orbital gap, the calculation gives 9.452 eV.

***

(four)
Here is a 2-piece molecular cluster, C6H17N2 overall from the OMol25 dataset. Energies are from ωB97M-V/def2-TZVPD.

Last column: Mulliken charge in e.
Positions of all 25 atoms, in Å:
H: 0.49 2.54 2.36  0.24
C: 1.43 -1.29 -1.26  -0.44
H: -0.73 -0.82 -3.23  0.37
H: -0.58 -1.33 -0.92  0.40
H: 1.76 -1.20 0.88  0.29
H: 0.08 0.10 -0.49  0.28
H: -2.50 -0.36 0.48  0.24
H: -0.60 -0.52 1.98  0.23
C: 0.59 2.15 1.35  -0.40
H: -2.56 1.37 0.69  0.31
H: -1.04 0.74 -2.45  0.34
C: -2.38 0.44 1.22  -1.07
C: 1.74 -1.91 0.05  -1.16
H: 1.30 2.67 0.71  0.26
N: 0.07 -0.62 -1.26  0.10
H: 1.11 -2.74 0.37  0.36
N: -0.02 1.14 0.91  -0.31
H: 2.74 -2.36 0.04  0.37
H: 1.41 -1.99 -2.09  0.43
H: 0.55 0.37 -3.03  0.34
C: -0.98 0.50 1.80  -0.60
H: 2.14 -0.51 -1.54  0.38
C: -0.33 -0.07 -2.56  -0.85
H: -0.98 0.96 2.80  0.53
H: -3.13 0.26 1.99  0.36

The value obtained for the HOMO energy is -14.21 eV. As for the total charge: +1. For the orbital gap, the calculation gives 11.561 eV.

***

In order of decreasing stability: (four), (three), (two), (one).

***

(one)
Here is a 4-piece molecular cluster, CH12N2O3 overall from the OMol25 dataset. Energies are from ωB97M-V/def2-TZVPD.

Last column: Mulliken charge in e.
Positions of all 18 atoms, in Å:
O: 1.08 0.28 -4.04  -1.53
H: 3.29 -0.84 0.33  0.46
H: 1.58 0.20 -3.24  0.60
N: -1.41 0.70 1.15  -0.53
H: 0.48 1.13 1.73  0.48
H: 1.45 -0.49 -4.52  0.54
O: 1.31 1.30 2.18  -0.93
H: -0.50 -0.78 -0.14  0.33
H: -2.90 -1.75 -0.43  0.37
H: -2.20 1.01 1.72  0.18
O: 2.41 -1.02 0.67  -0.80
H: -2.38 -0.35 -1.24  0.41
C: -1.53 -0.62 0.52  -1.29
H: -1.49 -1.40 1.37  0.33
H: -1.23 1.45 0.49  0.40
N: -2.67 -0.68 -0.28  -0.61
H: 1.21 1.22 3.18  0.33
H: 2.04 -0.27 1.09  0.26

The value obtained for the HOMO energy (alpha / beta) is 1.05 / -6.25 eV. As for the total charge: -1. For the orbital gap (alpha / beta), the calculation gives 2.706 / 9.858 eV. Its multiplicity is 2.

***

(two)
Here is a 4-piece molecular cluster, CH12N2O3 overall from the OMol25 dataset. Energies are from ωB97M-V/def2-TZVPD.

Last column: Mulliken charge in e.
Positions of all 18 atoms, in Å:
N: -1.78 1.06 1.33  -2.01
H: 0.61 -1.13 2.10  0.08
H: -0.70 -0.66 -0.80  0.14
H: 2.34 -0.51 0.58  0.36
H: 3.43 -0.83 -1.98  0.38
C: -2.35 0.13 0.29  -1.60
H: -2.19 0.83 2.24  0.70
H: -3.32 0.47 -0.11  0.82
H: -2.15 1.98 1.08  0.67
H: -2.64 -0.79 0.82  0.49
H: 3.00 -0.09 -3.22  0.30
O: 3.26 -0.93 -2.90  -0.72
H: -1.76 0.29 -1.71  0.29
O: 2.97 -0.02 0.04  -0.96
O: 0.40 -0.65 1.28  -0.31
N: -1.50 -0.05 -0.81  -0.62
H: -0.29 0.02 1.52  0.59
H: 2.66 0.88 0.27  0.38

The value obtained for the HOMO energy (alpha / beta) is 1.00 / -5.60 eV. As for the total charge: -1. For the orbital gap (alpha / beta), the calculation gives 2.832 / 9.310 eV. Its multiplicity is 2.

***

In order of decreasing stability: (two), (one).

***

(one)
Here is a 2-piece molecular cluster, C7H6ClN3S overall from the OMol25 dataset. Energies are from ωB97M-V/def2-TZVPD.

Last column: Mulliken charge in e.
Positions of all 18 atoms, in Å:
N: -0.32 1.53 1.98  -0.57
H: 3.19 -0.93 -1.26  0.29
N: 2.76 -1.06 -0.36  -0.41
C: -2.31 0.36 1.28  -0.55
N: 0.76 0.25 -2.51  -0.20
Cl: 1.15 -2.92 -1.44  -0.12
C: -1.74 0.22 0.01  -0.28
C: 1.80 -1.83 -0.28  -0.05
S: 1.56 0.11 -3.81  -0.24
H: -1.97 1.07 3.28  0.29
H: -3.25 0.02 1.48  0.50
C: 0.14 0.41 -1.49  0.48
C: -1.51 0.96 2.25  -0.20
H: 1.02 -1.72 0.53  0.28
C: 0.20 1.34 0.77  -0.15
H: -2.19 -0.22 -0.85  0.45
H: 1.11 1.83 0.66  0.52
C: -0.43 0.58 -0.23  -0.02

The value obtained for the HOMO energy (alpha / beta) is -8.30 / -8.30 eV. As for the total charge: 0. As for the SMILES: [S-][N+]#Cc1cccnc1.[H]/N=C\Cl. For the orbital gap (alpha / beta), the calculation gives 7.732 / 7.731 eV.

***

(two)
Here is one molecule with the formula C7H6ClN3S from the OMol25 dataset. Energies are from ωB97M-V/def2-TZVPD.

Last column: Mulliken charge in e.
Positions of all 18 atoms, in Å:
C: 2.10 -0.92 0.46  -0.37
S: -3.27 -1.24 -0.78  0.08
C: 0.20 0.33 -0.11  0.21
C: 2.87 0.12 -0.06  -0.22
N: -1.90 -0.15 -1.17  -0.40
C: -2.12 -0.17 1.22  -0.51
H: 2.66 -1.80 0.93  0.30
N: -3.03 -0.93 0.82  -0.33
N: 2.39 1.21 -0.72  -0.57
H: 0.74 2.09 -1.29  0.43
Cl: -1.74 2.27 -0.06  -0.20
H: -2.01 -0.01 2.38  0.33
C: 0.70 -0.82 0.41  -0.23
C: 1.09 1.24 -0.78  -0.29
H: -1.44 -0.29 -2.05  0.29
C: -1.24 0.57 -0.12  0.94
H: -0.03 -1.65 0.94  0.26
H: 4.04 0.14 -0.03  0.29

The value obtained for the HOMO energy is -8.48 eV. As for the total charge: 0. As for the SMILES: Cl[C@@]1(c2cccnc2)C=NSN1. For the orbital gap, the calculation gives 8.755 eV.

***

In order of decreasing stability: (two), (one).